[1]
Here is a cluster of 5 separate species, C32H44INO15S in total from the OMol25 dataset. Energies are from wB97M-V/def2-TZVPD.

Output
HOMO-LUMO gap: 8.74 eV
HOMO energy: -8.372 eV
Net charge: 0
SMILES: C=CCc1c(I)c(OCCC)cc2c1Nc1ccc(CC(=O)O)cc1S2.COC(=O)OC.COC(=O)OC.COC(=O)OC.COC(=O)OC
LUMO level: 0.37 eV

Structure (XYZ):
```
94
Properties=species:S:1:pos:R:3:forces:R:3
C 1.762844 0.522107 3.557158 0.03 0.08 -0.70
C 1.480059 0.779389 2.262412 -0.12 -0.05 0.58
C 0.711254 -0.129384 1.343658 1.60 -0.07 -0.99
C -0.760077 0.207330 1.247989 -0.42 -0.02 0.38
C -1.755388 -0.750105 1.503853 0.61 -0.53 0.10
I -1.235879 -2.737804 2.010096 -0.41 0.31 0.13
C -3.109880 -0.469641 1.435382 -0.53 0.09 -0.14
O -4.059804 -1.421779 1.712918 0.38 0.51 0.22
C -4.758883 -1.172757 2.951247 -0.37 -0.99 0.31
C -6.260190 -1.005015 2.716899 0.09 1.05 -0.16
C -6.789246 0.425058 2.956187 -0.27 -0.33 0.33
C -3.520678 0.810197 1.097079 0.21 0.32 -0.15
C -2.562524 1.769968 0.837470 0.43 0.49 0.03
C -1.195734 1.494924 0.897436 0.09 -0.52 -0.09
N -0.243211 2.522283 0.599764 -0.14 0.04 0.18
C -0.503317 3.723415 1.343006 0.45 0.01 -0.16
C 0.520933 4.313793 2.071763 -0.51 0.16 0.10
C 0.263072 5.475503 2.793309 0.25 -0.45 -0.21
C -1.000573 6.047813 2.777612 -0.28 0.75 -0.01
C -1.275972 7.304392 3.590798 -0.24 -0.92 -0.25
C -1.527913 6.910940 5.025332 0.03 -0.01 -0.08
O -1.002246 7.435889 5.947336 0.41 0.62 0.74
O -2.457435 5.928614 5.240323 -0.14 -0.20 -0.02
C -2.036360 5.461277 2.056607 0.37 -0.47 -0.24
C -1.772085 4.296648 1.348074 -0.09 -0.49 -0.11
S -3.030177 3.436419 0.436735 -0.22 0.10 0.00
H 2.201399 -0.421310 3.865584 -1.39 -0.53 0.41
H 1.592490 1.310255 4.282620 1.46 0.33 0.04
H 1.789382 1.725219 1.844599 -1.20 0.64 0.28
H 0.891330 -1.160319 1.629335 -0.27 -0.10 0.06
H 1.119760 -0.021541 0.330913 -0.05 -0.10 -0.05
H -4.310143 -0.345697 3.499378 0.00 0.21 -0.18
H -4.606107 -2.063598 3.564388 0.17 -0.04 -0.03
H -6.834561 -1.670989 3.354936 0.05 -0.28 -0.11
H -6.442244 -1.250823 1.672570 -0.03 -0.33 0.02
H -7.175726 0.525441 3.971184 0.12 0.03 0.09
H -7.640827 0.614946 2.305598 0.06 0.21 -0.12
H -6.033718 1.199158 2.836951 0.02 0.01 -0.25
H -4.561891 1.088928 1.022290 -0.12 -0.23 0.12
H -0.189647 2.704211 -0.399397 -0.09 0.10 -0.01
H 1.493150 3.847886 2.085128 0.10 0.03 -0.03
H 1.071640 5.904093 3.371601 -0.09 0.21 0.05
H -2.188907 7.766871 3.217346 0.01 0.17 -0.02
H -0.447543 8.001949 3.550589 0.01 0.10 0.07
H -2.110885 5.068114 4.974169 -0.12 0.03 -0.28
H -3.038180 5.867050 2.026859 0.01 0.17 0.17
C 5.748048 -3.333723 -1.129491 0.22 0.05 -0.05
O 4.471702 -3.017967 -0.566831 0.00 0.04 -0.01
C 3.580509 -4.010942 -0.642838 -0.05 0.03 0.08
O 3.776179 -5.091949 -1.132880 0.02 0.00 -0.02
O 2.446338 -3.596160 -0.084074 0.00 0.05 -0.02
C 1.392343 -4.569273 -0.097523 -0.29 -0.12 0.06
H 6.370367 -2.451939 -1.003991 -0.12 0.07 0.06
H 6.202966 -4.170861 -0.603599 -0.06 -0.07 -0.06
H 5.658260 -3.560659 -2.190773 -0.02 -0.10 0.03
H 1.680859 -5.458940 0.458358 0.06 -0.04 -0.10
H 1.128551 -4.835604 -1.119099 0.09 -0.08 0.00
H 0.534136 -4.107617 0.386191 0.26 0.03 -0.13
C 0.358371 6.686206 -3.741295 -0.03 0.24 0.05
O 0.686934 5.586406 -4.592706 0.00 -0.01 -0.02
C 0.569991 4.394229 -4.013351 0.09 -0.14 -0.10
O 0.225762 4.186621 -2.878162 -0.07 0.13 0.19
O 0.902105 3.454933 -4.895932 -0.01 0.00 -0.01
C 0.790870 2.127548 -4.373141 -0.01 -0.35 -0.06
H 0.494656 7.587861 -4.331300 0.04 -0.09 -0.12
H -0.678463 6.623854 -3.415875 0.03 -0.07 0.08
H 1.023113 6.717382 -2.879915 -0.07 -0.08 0.05
H -0.239941 1.917788 -4.091313 0.02 0.06 0.11
H 1.454370 1.990753 -3.521462 -0.05 0.05 0.04
H 1.085877 1.441594 -5.161594 0.08 0.18 -0.12
C 0.776855 -9.423236 -0.028429 0.21 -0.09 -0.04
O -0.618854 -9.543747 0.258404 -0.01 -0.02 0.01
C -1.277348 -8.386690 0.262120 -0.03 -0.09 0.01
O -0.799039 -7.302556 0.050505 0.05 0.10 0.01
O -2.556009 -8.633753 0.539657 -0.02 -0.02 0.01
C -3.383752 -7.468509 0.575773 -0.21 0.11 0.03
H 1.187970 -10.428061 -0.000148 -0.14 -0.05 0.03
H 0.931033 -9.000509 -1.019346 -0.01 0.11 0.05
H 1.272550 -8.812091 0.723515 -0.03 0.09 -0.06
H -3.389637 -6.970876 -0.392102 0.10 0.05 0.03
H -3.048169 -6.781747 1.350735 0.08 0.04 -0.07
H -4.388557 -7.808040 0.809645 0.06 -0.14 0.00
C 3.337165 -1.472498 -3.601927 -0.16 -0.13 0.13
O 3.677007 -0.246274 -4.255720 -0.07 0.03 0.01
C 4.764642 -0.316899 -5.023266 -0.03 0.05 0.02
O 5.445663 -1.293496 -5.193418 0.02 -0.01 0.01
O 4.964425 0.882683 -5.567640 -0.02 0.03 0.00
C 6.106732 0.956366 -6.423255 0.15 0.12 -0.15
H 2.443981 -1.276127 -3.014866 0.02 0.14 -0.03
H 3.122256 -2.251200 -4.331598 0.12 -0.02 -0.01
H 4.137195 -1.786563 -2.936115 0.04 -0.03 -0.06
H 6.002225 0.272546 -7.263451 0.04 -0.08 0.07
H 7.016973 0.736485 -5.868595 -0.02 -0.11 -0.01
H 6.151468 1.975904 -6.794968 -0.13 0.03 0.08
```
Positions in Å, forces in eV/Å.

How positive or negative is each atom? The Löwdin charges in e answer that: 0.019, -0.163, -0.188, -0.178, -0.496, 1.064, -0.368, -0.134, -0.189, -0.205, -0.103, -0.022, -0.429, -0.214, 0.058, -0.255, 0.008, -0.022, -0.234, -0.047, -0.519, 0.147, 0.082, -0.045, -0.434, 1.046, 0.056, 0.048, 0.070, 0.031, 0.122, 0.130, 0.116, 0.102, 0.109, 0.068, 0.068, 0.058, 0.115, 0.137, 0.105, 0.122, 0.130, 0.127, 0.116, 0.118, -0.045, -0.013, -0.629, 0.126, -0.005, -0.054, 0.095, 0.098, 0.094, 0.096, 0.102, -0.026, -0.038, 0.010, -0.625, 0.111, 0.014, -0.036, 0.093, 0.097, 0.097, 0.097, 0.095, 0.093, -0.035, 0.008, -0.623, 0.116, 0.008, -0.036, 0.093, 0.099, 0.096, 0.098, 0.095, 0.093, -0.023, -0.003, -0.623, 0.127, 0.004, -0.039, 0.096, 0.105, 0.079, 0.098, 0.098, 0.093

[2]
Here is the ion C5H7N2 with charge +1 from the OMol25 dataset. Energies are from wB97M-V/def2-TZVPD.

Output
HOMO-LUMO gap (spin up / spin down): 7.33 / 6.76 eV
HOMO energy (spin up / spin down): -13.827 / -13.556 eV
Net charge: +1
LUMO level (spin up / spin down): -6.50 / -6.80 eV

Structure (XYZ):
```
14
Properties=species:S:1:pos:R:3:forces:R:3
C 0.837195 1.673894 0.054301 0.29 -0.98 0.05
C -0.434316 1.677127 -0.359926 1.33 4.48 -0.86
C -0.336002 -0.491975 -0.015615 1.69 0.48 0.00
C 2.770170 0.032785 0.034212 3.32 2.07 -1.13
C -2.507653 0.426624 0.143822 -1.72 -0.42 1.96
N 1.500193 0.626329 0.150245 -2.13 0.73 -1.06
N -1.065990 0.599047 -0.007654 -0.25 -3.74 0.42
H -0.600334 -1.519212 0.186720 -0.49 -0.02 0.21
H 3.351397 0.117774 -0.994915 -1.83 0.22 1.63
H 3.477441 0.660447 0.732840 -1.28 -1.81 -0.74
H 2.600997 -0.999649 0.162671 0.52 -1.14 0.95
H -2.729562 -0.600618 -0.178809 -0.33 0.62 -0.28
H -3.172033 1.222699 -0.337240 1.37 -1.11 0.70
H -2.593140 0.351190 1.295791 -0.49 0.62 -1.85
```
Positions in Å, forces in eV/Å.

How positive or negative is each atom? The natural (NBO) charges in e answer that: 0.324, 0.187, 0.233, -0.455, -0.418, -0.255, -0.397, 0.222, 0.261, 0.280, 0.248, 0.238, 0.281, 0.250

[3]
Here is a cluster of 4 separate species, CH11N3O3 in total from the OMol25 dataset. Energies are from wB97M-V/def2-TZVPD.

Output
HOMO-LUMO gap: 9.97 eV
HOMO energy: -9.225 eV
Net charge: 0
SMILES: N=C(N)N.O.O.O
LUMO level: 0.75 eV

Structure (XYZ):
```
18
Properties=species:S:1:pos:R:3:forces:R:3
N -0.515179 -1.848463 0.456083 -0.17 -0.21 0.52
C 0.435260 -0.911418 0.204944 -0.18 -0.44 0.02
N 1.533295 -1.338878 -0.487160 -1.08 0.29 0.20
N 0.315591 0.323570 0.544322 0.57 0.71 -0.27
H -0.371738 -2.839784 0.451723 0.26 0.00 -0.24
H -1.367182 -1.521839 0.872035 -0.12 -0.01 -0.04
H 2.106723 -0.607071 -0.854950 0.72 -0.22 0.17
H 1.795921 -2.294427 -0.375936 0.47 -0.07 -0.39
H -0.508234 0.514625 1.093381 -0.25 -0.22 0.10
H -2.758634 0.663922 -0.572761 0.06 -0.26 -0.09
H -3.587903 -0.596025 -0.926972 0.05 0.11 0.03
O -2.808605 -0.300856 -0.446126 -0.16 0.31 0.08
H 3.482246 1.528254 1.329339 0.08 -0.01 -0.04
H 2.200414 1.109818 0.612298 -0.19 0.00 -0.03
O 3.149081 1.275705 0.463823 -0.07 0.00 0.05
H -0.988243 2.969531 -1.191904 0.02 -0.14 0.06
H -0.707961 1.612964 -0.478562 0.23 0.20 -0.14
O -1.404856 2.260374 -0.693574 -0.24 -0.07 0.01
```
Positions in Å, forces in eV/Å.

How positive or negative is each atom? The natural (NBO) charges in e answer that: -0.822, 0.618, -0.827, -0.903, 0.388, 0.414, 0.423, 0.391, 0.357, 0.503, 0.473, -0.978, 0.465, 0.498, -0.982, 0.478, 0.500, -0.995

[4]
Here is a cluster of 3 separate species, C5H15NO2 in total from the OMol25 dataset. Energies are from wB97M-V/def2-TZVPD.

Output
HOMO-LUMO gap: 9.37 eV
HOMO energy: -8.513 eV
Net charge: 0
SMILES: CN1CCCC1.O.O
LUMO level: 0.86 eV

Structure (XYZ):
```
23
Properties=species:S:1:pos:R:3:forces:R:3
C -0.218786 -1.846144 0.453351 -2.67 -1.29 -0.79
N -0.780476 -0.873286 -0.542505 1.81 2.23 0.92
C -0.152282 -1.137008 -1.810398 -1.63 -0.63 -1.06
C -0.348722 0.459054 -0.034470 4.40 -1.77 1.37
C -0.034939 0.357443 1.471943 -2.22 -1.18 1.46
C 0.349036 -1.105022 1.692055 -0.50 -2.82 0.30
H -1.252459 -2.344685 0.732992 2.57 -0.15 -0.23
H 0.513661 -2.516501 -0.132475 -1.13 0.59 1.47
H 0.851885 -1.254384 -1.722947 3.68 -0.23 0.84
H -0.439683 -2.151540 -2.065087 -0.59 0.05 -0.91
H -0.153056 -0.418546 -2.641467 -1.34 0.00 0.36
H 0.630012 0.904368 -0.357772 -1.02 -0.45 -1.20
H -1.114739 1.075554 0.006983 -3.37 3.37 -1.19
H 0.663755 1.004508 1.980129 0.40 0.58 -0.64
H -1.042795 0.601118 1.969143 1.42 -0.74 -0.17
H -0.220046 -1.625481 2.553271 1.32 1.19 -0.88
H 1.434411 -1.447599 1.732901 -1.13 1.25 0.35
H -6.278367 1.487491 1.762701 -0.46 0.24 -0.27
H -5.321952 1.800206 2.920999 -0.22 -0.58 -0.64
O -5.527520 1.137805 2.229598 0.69 0.34 0.92
H 6.714112 2.112316 -2.243339 -0.86 -0.15 -2.51
H 6.353455 1.395861 -3.698507 0.20 1.32 1.37
O 6.347433 2.252242 -3.183958 0.66 -1.16 1.14
```
Positions in Å, forces in eV/Å.

How positive or negative is each atom? The natural (NBO) charges in e answer that: -0.235, -0.432, -0.414, -0.236, -0.413, -0.444, 0.206, 0.190, 0.156, 0.194, 0.207, 0.173, 0.195, 0.221, 0.197, 0.222, 0.213, 0.468, 0.469, -0.936, 0.480, 0.479, -0.958

[5]
Here is an isolated molecule of C4H6O2S from the OMol25 dataset. Energies are from wB97M-V/def2-TZVPD.

Output
HOMO-LUMO gap: 8.58 eV
HOMO energy: -8.907 eV
Net charge: 0
SMILES: S=C1COCOC1
LUMO level: -0.33 eV

Structure (XYZ):
```
13
Properties=species:S:1:pos:R:3:forces:R:3
C 1.078646 0.426130 0.437337 -1.09 0.22 -0.37
C -0.198867 0.377192 1.232870 -0.43 1.84 0.74
C -1.373708 -0.315257 -0.688011 -0.33 -0.57 1.25
C 0.966472 -0.227239 -0.923144 -0.24 1.47 0.32
H -0.182485 -0.552577 1.801032 -0.40 -0.41 -0.03
H -0.183908 1.223152 1.992912 -0.09 -1.11 -0.98
H -2.365120 -0.216128 -1.176062 0.95 0.24 -0.09
H -1.301193 -1.381231 -0.298663 0.16 0.85 -0.43
H 1.707953 0.246934 -1.563078 0.01 -0.45 -0.16
H 1.157514 -1.265497 -0.735469 0.12 -0.97 -0.34
O -1.388674 0.563172 0.434523 0.74 -0.82 0.11
O -0.307073 0.004201 -1.527060 -0.14 -0.40 -0.16
S 2.390443 1.117147 1.012813 0.74 0.11 0.15
```
Positions in Å, forces in eV/Å.

How positive or negative is each atom? The natural (NBO) charges in e answer that: -0.117, -0.167, 0.212, -0.152, 0.197, 0.228, 0.195, 0.126, 0.226, 0.194, -0.524, -0.516, 0.097

[6]
Here is a structure of composition C33H4Br2F20FeGeNOS2 from the OMol25 dataset. Energies are from wB97M-V/def2-TZVPD.

Output
Multiplicity: 5
HOMO-LUMO gap (spin up / spin down): 7.32 / 7.38 eV
HOMO energy (spin up / spin down): -5.441 / -5.600 eV
Net charge: -1
LUMO level (spin up / spin down): 1.87 / 1.78 eV

Structure (XYZ):
```
65
Properties=species:S:1:pos:R:3:forces:R:3
Fe 0.393232 0.225278 0.204838 -0.04 0.13 0.31
Br -1.411408 -2.517127 4.025072 0.07 -0.05 -0.03
C -1.911017 -0.795827 3.435091 0.07 0.07 -0.19
C -2.776368 -0.040612 4.238498 -0.08 0.11 0.04
C -3.158831 1.224130 3.886520 -0.11 -0.08 0.02
Br -4.340303 2.190380 5.011347 -1.62 -0.53 -0.72
C -2.676062 1.809016 2.692160 -0.06 -0.14 -0.09
C -2.967108 3.112674 2.234620 -0.06 -0.02 -0.18
C -2.420068 3.563702 1.064282 -0.06 -0.09 -0.02
C -1.564749 2.716880 0.336821 -0.02 -0.02 0.08
N -1.277241 1.505314 0.745261 0.04 0.21 -0.01
C -1.812336 1.033521 1.894092 -0.03 -0.06 0.00
C -1.402046 -0.314727 2.231613 -0.01 0.01 0.17
O -0.601431 -0.953474 1.446494 -0.14 -0.05 0.11
H -3.139641 -0.477531 5.158387 -0.01 0.02 0.01
H -3.621255 3.745069 2.820612 -0.03 -0.01 -0.02
H -2.627234 4.558758 0.696663 0.00 0.02 0.01
H -1.097939 3.040027 -0.585754 0.04 0.02 -0.01
F 5.285124 -2.248551 -3.763372 -0.01 0.01 0.01
C 4.169868 -1.618544 -3.373968 -0.13 0.11 -0.01
C 3.560216 -1.946724 -2.174812 -0.04 0.08 -0.07
F 4.089494 -2.895850 -1.397834 0.02 -0.01 0.00
C 2.405355 -1.287459 -1.793547 0.11 0.07 -0.12
F 1.864391 -1.630732 -0.606357 -0.01 -0.06 0.03
C 1.803925 -0.293841 -2.562916 0.07 -0.02 -0.09
S 0.329269 0.519537 -2.082963 0.06 -0.03 -0.22
C 2.454758 0.014863 -3.759863 -0.02 -0.08 0.07
F 1.961969 0.963343 -4.565224 -0.02 -0.01 0.01
C 3.610867 -0.625638 -4.165805 0.03 -0.14 0.17
F 4.198076 -0.294072 -5.322009 0.01 -0.01 -0.01
F 3.226823 4.549550 4.647436 0.00 0.01 -0.04
C 4.266407 3.852554 4.165566 0.07 0.04 0.11
C 4.078961 2.596883 3.618313 -0.07 0.24 -0.17
C 5.218661 1.940012 3.191092 0.08 -0.08 -0.02
F 5.119271 0.706700 2.677432 0.02 0.04 -0.02
C 6.484999 2.493929 3.275668 -0.04 0.05 0.06
F 7.559169 1.822948 2.852722 0.00 0.02 0.01
C 6.632169 3.761528 3.815576 -0.19 -0.05 0.01
F 7.841649 4.312396 3.910779 0.00 0.01 0.01
C 5.515654 4.445348 4.271919 0.02 -0.16 -0.05
F 5.654737 5.657113 4.816883 0.01 0.01 -0.01
Ge 2.330912 1.763645 3.210346 -0.31 -0.29 0.04
S 2.138145 1.604743 1.084817 0.33 -0.06 -0.24
C 2.406170 0.126774 4.334501 0.03 0.15 0.05
C 2.754283 0.282495 5.665681 -0.04 0.07 0.08
F 2.931334 1.525592 6.156345 -0.02 -0.03 0.02
C 2.908303 -0.771603 6.544136 -0.03 -0.04 -0.12
F 3.234296 -0.566159 7.824067 0.01 -0.01 0.01
C 2.714850 -2.062034 6.074077 -0.02 0.13 -0.11
F 2.862581 -3.100650 6.895935 0.00 0.00 0.00
C 2.368875 -2.264941 4.749802 0.01 0.16 0.08
F 2.196170 -3.507865 4.303121 -0.03 -0.03 -0.04
C 2.214013 -1.171927 3.902198 0.07 -0.13 0.11
F 1.882950 -1.429205 2.645733 0.05 -0.06 -0.18
C 0.831022 2.898436 3.848615 0.00 -0.20 0.12
C -0.122310 2.490286 4.763815 -0.07 0.01 0.06
F -0.003761 1.315535 5.400422 -0.01 0.05 0.02
C -1.245258 3.245338 5.072603 0.29 0.24 0.03
F -2.128905 2.816350 5.973797 1.55 0.45 0.70
C -1.442736 4.455606 4.430078 0.29 -0.09 0.12
F -2.520010 5.193321 4.699689 0.01 0.05 0.00
C -0.508785 4.899177 3.504816 0.05 -0.10 0.18
F -0.692872 6.070602 2.888614 -0.04 -0.02 -0.03
C 0.602081 4.119543 3.235652 -0.04 0.15 -0.06
F 1.484757 4.596249 2.349498 -0.04 0.01 0.03
```
Positions in Å, forces in eV/Å.

How positive or negative is each atom? The natural (NBO) charges in e answer that: 1.361, 0.055, -0.213, -0.219, -0.145, 0.053, -0.045, -0.171, -0.256, 0.070, -0.496, 0.049, 0.407, -0.816, 0.238, 0.234, 0.224, 0.215, -0.297, 0.240, 0.315, -0.299, 0.280, -0.316, -0.247, -0.396, 0.311, -0.299, 0.266, -0.298, -0.305, 0.360, -0.529, 0.410, -0.302, 0.241, -0.290, 0.290, -0.288, 0.254, -0.292, 1.401, -0.865, -0.560, 0.404, -0.318, 0.235, -0.294, 0.294, -0.289, 0.249, -0.287, 0.428, -0.296, -0.534, 0.341, -0.308, 0.300, -0.303, 0.282, -0.293, 0.242, -0.294, 0.414, -0.302

| no. | F_max (eV/Å) | molecular weight (g mol⁻¹) | energy (Ha) |
| --- | --- | --- | --- |
| 1 | 1.88 | 841.7 | -3124.9576 |
| 2 | 4.75 | 95.1 | -303.6313 |
| 3 | 1.13 | 113.1 | -434.7114 |
| 4 | 4.94 | 121.2 | -404.6319 |
| 5 | 2.03 | 118.2 | -704.6272 |
| 6 | 1.85 | 1162.8 | -12672.4329 |